The following is a quantum chemistry calculation of a 2-piece molecular cluster, C6H11NO overall in a non-equilibrium geometry, from OMol25.

Structure (XYZ):
```
19
Properties=species:S:1:pos:R:3
C -0.578 0.302 -2.543
C 0.110 0.791 -1.252
C -0.313 0.132 0.017
C -0.980 0.667 1.139
C -1.172 -0.331 2.057
N -0.583 -1.448 1.555
C -0.081 -1.194 0.311
H -1.633 0.306 -2.345
H -0.337 0.985 -3.351
H -0.259 -0.717 -2.762
H 1.205 0.752 -1.338
H -0.025 1.865 -1.203
H -1.268 1.703 1.224
H -1.658 -0.319 3.015
H -0.713 -2.378 1.916
H 0.431 -1.940 -0.278
O 2.704 0.573 1.064
H 2.166 -0.183 0.807
H 2.983 0.434 1.966
```

Computed properties:
charge: 0
electronic energy: -9937.77998 eV
energy relative to the best compared isomer or geometry (same formula, charge and spin): 65.07 kJ/mol
SMILES: CCc1cc[nH]c1.O

The following is a quantum chemistry calculation of one molecule with the formula C6H11NO, from OMol25.

Structure (XYZ):
```
19
Properties=species:S:1:pos:R:3
C -2.198 -1.401 -2.030
C -1.107 -1.194 -1.308
C -0.892 0.131 -0.613
C -0.472 -0.071 0.858
C 0.940 -0.563 1.058
O 1.180 -1.760 1.071
N 1.946 0.341 1.267
C 1.852 1.731 0.889
H -2.973 -0.640 -2.103
H -2.449 -2.284 -2.608
H -0.382 -1.967 -1.075
H -1.838 0.672 -0.588
H -0.170 0.760 -1.135
H -0.707 0.799 1.453
H -1.103 -0.849 1.289
H 2.856 -0.090 1.231
H 0.828 2.057 0.789
H 2.345 1.953 -0.065
H 2.344 2.376 1.622
```

Computed properties:
charge: 0
electronic energy: -9937.52665 eV
energy relative to the best compared isomer or geometry (same formula, charge and spin): 89.52 kJ/mol
SMILES: C=CCCC(=O)NC

The following is a quantum chemistry calculation of a 2-piece molecular cluster, C6H11NO overall in a non-equilibrium geometry, from OMol25.

Structure (XYZ):
```
19
Properties=species:S:1:pos:R:3
O -2.311 -0.811 0.066
C -1.350 -1.504 0.624
C -0.807 -2.069 1.655
N -0.671 -2.754 0.280
H -2.180 -0.960 -0.897
H -0.370 -2.360 2.508
H 0.153 -2.417 -0.175
C 0.284 -0.350 -1.681
C 0.023 0.735 -0.946
C 1.081 1.699 -0.392
C 0.892 1.758 1.130
H -0.548 -0.809 -2.343
H 1.292 -0.596 -2.002
H -0.968 0.940 -0.733
H 2.083 1.363 -0.728
H 0.950 2.723 -0.886
H 1.671 2.280 1.673
H 0.832 0.811 1.476
H -0.055 2.321 1.369
```

Computed properties:
charge: 0
electronic energy: -9932.60542 eV
energy relative to the best compared isomer or geometry (same formula, charge and spin): 564.34 kJ/mol
SMILES: OC1=CN1.C=CCC

The following is a quantum chemistry calculation of C6H11NO as an isolated structure in a non-equilibrium geometry, from OMol25.

Structure (XYZ):
```
19
Properties=species:S:1:pos:R:3
C -0.786 -0.621 1.824
C 1.013 -1.577 -1.240
C -1.238 1.585 -0.597
N 0.332 -0.833 0.930
C 0.229 -0.582 -0.419
C 1.406 0.610 0.621
C -0.213 0.582 -1.030
O 2.525 0.609 0.225
H 0.905 1.259 1.339
H 0.067 0.675 -2.073
H -1.014 0.422 2.070
H -1.711 -1.066 1.410
H -0.558 -1.099 2.778
H 1.343 -1.164 -2.194
H 1.874 -1.927 -0.683
H 0.366 -2.435 -1.436
H -2.191 1.388 -1.101
H -1.419 1.583 0.473
H -0.931 2.590 -0.897
```

Computed properties:
charge: 0
electronic energy: -9934.55964 eV
energy relative to the best compared isomer or geometry (same formula, charge and spin): 375.79 kJ/mol